(1)
ORCA calculation (the ωB97M-V functional and the def2-TZVPD basis) on an isolated molecule of C2HCl2NO2.

The geometry in XYZ format:
```
8
Properties=species:S:1:pos:R:3:forces:R:3
O 0.485 2.625 0.039 -0.1 0.9 0.4
N -0.210 1.641 -0.019 0.5 -0.2 -0.9
O -1.421 1.627 -0.150 0.0 0.0 0.3
C 0.445 0.339 -0.066 2.9 1.3 0.1
C 1.837 0.189 -0.051 -4.0 -0.6 0.2
Cl 2.355 -1.466 -0.003 0.3 0.6 -0.2
Cl 2.973 1.427 0.005 0.3 -0.4 0.0
H -0.368 -0.323 -0.187 0.1 -1.6 0.0
```
Positions in Å, forces in eV/Å.

Computed properties:
Total charge: 0
Gap between HOMO and LUMO, eV: 9.52
Spin multiplicity: 1
HOMO energy, eV: -10.49
Energy above the lowest of the compared OMol25 structures with the same formula, charge and spin, kcal per mole: 15.1
Structure (SMILES): O=[N+]([O-])C=C(Cl)Cl

Mulliken population analysis, charges in e, atoms 1 to 2: -0.56 0.95

***

(2)
ORCA calculation (the ωB97M-V functional and the def2-TZVPD basis) on an isolated molecule of C4H8N2OS.

The geometry in XYZ format:
```
16
Properties=species:S:1:pos:R:3:forces:R:3
C 0.021 1.654 -0.248 -1.1 0.1 0.5
C 0.134 0.263 0.424 -0.7 0.0 0.6
C -1.097 -0.664 0.085 1.9 0.6 0.6
N -1.831 -1.003 1.191 -1.3 0.6 0.0
O -1.304 -1.162 -1.004 0.1 0.2 0.0
C 1.530 -0.326 0.010 -1.9 -0.1 0.8
N 1.549 -0.721 -1.242 1.5 -1.5 -2.4
S 2.744 -0.445 1.053 1.2 0.2 1.0
H -0.704 2.396 0.270 1.4 -1.3 -0.5
H 1.069 2.015 -0.287 -1.0 0.4 -0.4
H -0.474 1.432 -1.198 0.7 0.6 -0.4
H 0.051 0.395 1.515 0.8 -0.2 -0.4
H -2.095 -0.293 1.903 0.8 -0.7 -0.8
H -2.645 -1.494 0.844 -0.2 -0.2 0.4
H 0.608 -0.826 -1.646 0.8 -0.2 -0.4
H 2.446 -1.220 -1.671 -2.9 1.5 1.4
```
Positions in Å, forces in eV/Å.

Computed properties:
Total charge: 0
Gap between HOMO and LUMO, eV: 8.93
Spin multiplicity: 1
HOMO energy, eV: -8.31
Energy above the lowest of the compared OMol25 structures with the same formula, charge and spin, kcal per mole: 0.0
Structure (SMILES): C[C@@H](C(N)=O)C(N)=S

Mulliken population analysis, charges in e, atoms 1 to 2: -1.14 0.07

***

What is the formula in the first record?
C2HCl2NO2